1.
Below is C3H7N3O in the gas phase, with properties calculated with ωB97M-V with the def2-TZVPD basis set.

The geometry in ORCA input format:
```
! wB97M-V def2-TZVPD RIJCOSX def2/J DEFGRID3
* xyz 0 1
C 0.836 1.463 0.105
C 0.867 -1.445 -0.101
N -0.120 0.643 0.811
C -1.156 -0.017 0.057
N -2.438 -0.071 0.632
N -0.104 -0.754 0.712
O -3.366 -0.025 -0.157
H -1.122 0.062 -1.043
H 0.482 2.491 0.175
H 0.973 1.205 -0.951
H 1.791 1.382 0.622
H 0.998 -1.038 -1.110
H 0.537 -2.479 -0.177
H 1.822 -1.417 0.424
*
```

Computed properties:
ΔE to the lowest compared entry with this formula, charge and spin: 561.1 kJ/mol
total energy: -9737.2183 eV
SMILES string: CN1C(N=O)N1C
highest occupied orbital energy: -8.88 eV
E_LUMO: -0.307 eV

=====

2.
Below is C3H7N3O in the gas phase, with properties calculated with ωB97M-V with the def2-TZVPD basis set.

The geometry in ORCA input format:
```
! wB97M-V def2-TZVPD RIJCOSX def2/J DEFGRID3
* xyz 0 1
C 1.975 0.590 -0.118
N 0.858 0.357 0.802
C -0.329 -0.085 0.240
O -0.358 -0.879 -1.012
N -1.230 -1.081 0.868
C -1.691 -0.723 -0.503
N -1.514 0.724 -0.213
H 1.739 0.184 -1.106
H 2.864 0.072 0.250
H 2.219 1.654 -0.204
H 1.110 -0.258 1.563
H -1.825 -0.593 1.543
H -2.531 -1.176 -1.027
H -1.287 1.214 -1.084
*
```

Computed properties:
ΔE to the lowest compared entry with this formula, charge and spin: 391.2 kJ/mol
total energy: -9738.9785 eV
highest occupied orbital energy: -9.55 eV
E_LUMO: 1.048 eV

=====

3.
Below is C3H7N3O in the gas phase, with properties calculated with ωB97M-V with the def2-TZVPD basis set.

The geometry in ORCA input format:
```
! wB97M-V def2-TZVPD RIJCOSX def2/J DEFGRID3
* xyz 0 1
C 1.240 0.914 0.521
C 1.093 -0.655 0.528
C -0.667 -1.391 -1.060
H -1.605 2.486 0.897
H -1.372 0.832 0.114
H 2.243 1.390 0.406
H 1.808 -1.155 1.010
H 0.161 -0.843 1.201
H 1.433 -1.639 -1.478
H -0.545 -1.931 -2.061
N -1.093 1.509 0.668
N 0.311 1.775 0.470
N 0.648 -1.374 -0.720
O -1.398 -0.714 -0.368
*
```

Computed properties:
ΔE to the lowest compared entry with this formula, charge and spin: 421.6 kJ/mol
total energy: -9738.6637 eV
SMILES string: N/N=C\CNC=O
highest occupied orbital energy: -8.32 eV
E_LUMO: 0.710 eV

=====

4.
Below is C3H7N3O in the gas phase, with properties calculated with ωB97M-V with the def2-TZVPD basis set.

The geometry in ORCA input format:
```
! wB97M-V def2-TZVPD RIJCOSX def2/J DEFGRID3
* xyz 0 1
C 1.549 0.980 -0.976
N 0.619 0.120 -1.023
C 0.286 -0.408 0.301
N 0.554 -1.796 0.532
C -1.182 -0.073 0.608
O -1.784 -0.676 1.481
N -1.681 1.007 -0.052
H 2.146 1.126 -0.070
H 0.831 0.207 1.035
H 1.765 1.621 -1.820
H -0.205 -2.272 0.992
H 1.036 -2.318 -0.183
H -1.282 1.256 -0.944
H -2.652 1.226 0.117
*
```

Computed properties:
ΔE to the lowest compared entry with this formula, charge and spin: 109.4 kJ/mol
total energy: -9741.8996 eV
SMILES string: C=N[C@H](N)C(N)=O
highest occupied orbital energy: -9.04 eV
E_LUMO: 0.837 eV

=====

5.
Below is a molecular structure, C3H7N3O2, with properties calculated with ωB97M-V with the def2-TZVPD basis set.

The geometry in ORCA input format:
```
! wB97M-V def2-TZVPD RIJCOSX def2/J DEFGRID3
* xyz 0 1
C 2.188 1.369 0.146
C 0.757 -1.827 -0.206
C -1.089 -0.346 0.120
H 3.189 0.870 -0.372
H 1.264 2.149 -0.502
H 2.620 2.056 1.379
H 1.094 -2.759 -0.195
H -0.728 0.483 -0.507
H -2.986 -0.711 1.248
H -3.375 0.614 -1.292
N 1.793 -1.129 -0.161
N -0.540 -1.490 0.230
N -2.471 -0.465 0.310
O 1.293 0.345 0.014
O -3.012 0.840 -0.213
*
```

Computed properties:
ΔE to the lowest compared entry with this formula, charge and spin: 1083.8 kJ/mol
total energy: -11780.0804 eV
highest occupied orbital energy: -9.11 eV
E_LUMO: 0.463 eV

=====

6.
Below is C3H7N3O2 in the gas phase, with properties calculated with ωB97M-V with the def2-TZVPD basis set.

The geometry in ORCA input format:
```
! wB97M-V def2-TZVPD RIJCOSX def2/J DEFGRID3
* xyz 0 1
O 0.052 0.207 1.714
C -0.873 0.000 0.967
N -2.068 -0.564 1.388
C -0.764 0.161 -0.546
N 0.354 0.966 -0.958
C 1.651 0.495 -0.905
N 1.777 -0.909 -0.806
O 2.597 1.232 -1.069
H -2.036 -0.857 2.358
H -2.941 -0.108 1.157
H -1.688 0.577 -0.949
H -0.662 -0.847 -0.947
H 0.352 1.938 -0.677
H 1.470 -1.220 0.113
H 2.779 -1.071 -0.838
*
```

Computed properties:
ΔE to the lowest compared entry with this formula, charge and spin: 31.0 kJ/mol
total energy: -11790.9915 eV
SMILES string: NC(=O)CNC(N)=O
highest occupied orbital energy: -9.82 eV
E_LUMO: 0.567 eV

=====

7.
Below is C3H7N3O2 in the gas phase, with properties calculated with ωB97M-V with the def2-TZVPD basis set.

The geometry in ORCA input format:
```
! wB97M-V def2-TZVPD RIJCOSX def2/J DEFGRID3
* xyz 0 1
C 2.278 -0.721 0.109
C 0.066 -0.310 -0.110
C -1.400 -0.805 0.014
H 2.256 -0.349 1.222
H 3.126 -1.388 -0.037
H 2.625 0.214 -0.560
H 0.514 1.628 0.642
H -1.288 2.639 -0.655
H -1.490 1.596 0.767
H -2.706 -1.856 -0.801
N 0.998 -1.158 -0.079
N 0.165 1.190 -0.425
N -1.284 1.622 -0.253
O -1.802 -1.571 -0.950
O -2.059 -0.732 1.116
*
```

Computed properties:
ΔE to the lowest compared entry with this formula, charge and spin: 469.7 kJ/mol
total energy: -11786.4456 eV
SMILES string: C/N=C(\NN)C(=O)O
highest occupied orbital energy: -9.78 eV
E_LUMO: 0.633 eV

=====

8.
Below is 2 unconnected molecules or ions with the total composition C3H7N3O2, with properties calculated with ωB97M-V with the def2-TZVPD basis set.

The geometry in ORCA input format:
```
! wB97M-V def2-TZVPD RIJCOSX def2/J DEFGRID3
* xyz 0 1
C 1.782 1.753 -0.071
C 0.164 -0.062 -0.065
C -2.018 -1.392 -1.049
H 1.076 2.440 -0.502
H 2.610 2.159 0.523
H 2.445 1.200 -0.819
H 0.322 -0.023 2.709
H 0.056 -0.083 -1.270
H -1.385 -2.818 0.168
H -2.188 -0.260 -1.453
N 1.042 0.712 0.724
N -0.436 -0.991 0.752
N -1.281 -1.738 -0.117
O 0.629 1.270 1.970
O -2.818 -2.166 -1.500
*
```

Computed properties:
ΔE to the lowest compared entry with this formula, charge and spin: 897.5 kJ/mol
total energy: -11782.0110 eV
highest occupied orbital energy: -8.47 eV
E_LUMO: -0.590 eV

=====

9.
Below is a molecular structure, C3H7N3O2, with properties calculated with ωB97M-V with the def2-TZVPD basis set.

The geometry in ORCA input format:
```
! wB97M-V def2-TZVPD RIJCOSX def2/J DEFGRID3
* xyz 0 1
C -0.989 -0.308 -1.964
C -0.713 0.504 0.260
C 1.025 -0.261 1.441
H -2.318 -0.185 -1.592
H -0.738 -1.664 -2.785
H -0.468 1.010 -2.723
H -1.578 1.229 0.204
H -0.202 2.206 2.567
H 1.519 -0.387 2.509
H 1.226 -0.992 -1.179
N -0.377 -0.389 -0.631
N 0.265 0.911 1.227
N 1.803 -1.165 0.824
O -0.544 1.066 2.553
O 2.089 -1.576 -0.712
*
```

Computed properties:
ΔE to the lowest compared entry with this formula, charge and spin: 1423.6 kJ/mol
total energy: -11776.5580 eV
highest occupied orbital energy: -9.62 eV
E_LUMO: -0.605 eV

=====

10.
Below is 2 unconnected molecules or ions with the total composition C3H7N3O2, with properties calculated with ωB97M-V with the def2-TZVPD basis set.

The geometry in ORCA input format:
```
! wB97M-V def2-TZVPD RIJCOSX def2/J DEFGRID3
* xyz 0 1
C -1.183 1.628 0.062
C 0.103 -0.129 -0.067
C 2.667 -0.378 -0.187
H -1.205 2.772 0.102
H -1.930 1.319 -0.577
H -1.232 1.063 1.064
H -0.832 -1.865 0.733
H -2.721 -0.141 0.008
H 1.494 -2.080 -0.184
H 3.235 -1.445 -0.361
N -0.046 0.971 -0.575
N -0.971 -0.780 0.698
N 1.349 -0.700 -0.396
O -2.071 -0.899 -0.491
O 3.344 0.663 0.171
*
```

Computed properties:
ΔE to the lowest compared entry with this formula, charge and spin: 827.0 kJ/mol
total energy: -11782.7420 eV
highest occupied orbital energy: -9.87 eV
E_LUMO: -0.430 eV

=====

11.
Below is 2 unconnected molecules or ions with the total composition C3H7N3O3Si, with properties calculated with ωB97M-V with the def2-TZVPD basis set.

The geometry in ORCA input format:
```
! wB97M-V def2-TZVPD RIJCOSX def2/J DEFGRID3
* xyz 0 1
C 3.134 -0.062 -0.259
C -1.832 0.758 -1.653
C -1.607 0.561 2.153
N 2.736 -0.744 -1.234
N -2.015 -0.472 -1.805
N -0.578 1.278 2.189
O 1.395 -0.981 -1.350
O -1.183 -1.342 -1.168
O 0.468 1.055 1.514
Si 0.184 -1.232 -0.312
H 4.192 0.126 -0.218
H 2.475 0.343 0.508
H -2.519 1.412 -2.161
H -1.036 1.187 -1.040
H -2.460 0.821 2.751
H -1.610 -0.341 1.512
H 0.255 -2.366 0.572
*
```

Computed properties:
ΔE to the lowest compared entry with this formula, charge and spin: 138.0 kJ/mol
total energy: -21708.0097 eV
highest occupied orbital energy (spin up / spin down): -8.79 / -7.85 eV
E_LUMO (spin up / spin down): -0.764 / -0.928 eV

=====

12.
Below is C3H7N3OS in the gas phase, with properties calculated with ωB97M-V with the def2-TZVPD basis set.

The geometry in ORCA input format:
```
! wB97M-V def2-TZVPD RIJCOSX def2/J DEFGRID3
* xyz 0 1
C 1.365 1.668 -0.065
C 0.648 0.328 0.004
C -1.624 -0.578 -0.033
H 2.117 1.623 -0.859
H 0.637 2.478 -0.156
H 1.904 1.738 0.902
H -3.002 0.830 0.494
H -3.582 -0.775 0.078
H -0.457 -2.053 -0.128
H 2.967 -2.158 -0.108
N -2.902 -0.035 -0.094
N -1.430 -1.829 -0.018
N 1.159 -0.862 0.001
O -0.676 0.472 -0.015
S 2.875 -0.845 -0.004
*
```

Computed properties:
ΔE to the lowest compared entry with this formula, charge and spin: 122.6 kJ/mol
total energy: -20576.9127 eV
SMILES string: [H]/N=C(/N)O/C(C)=N/S
highest occupied orbital energy: -8.76 eV
E_LUMO: 0.775 eV

=====

Calculated largest force on an atom, 2.38; 0.76; 9.50; 0.48; 5.30; 0.78; 6.33; 9.81; 7.21; 7.49; 2.19; 2.04 eV Å⁻¹ (same order as the records).